Entry one
Formula: C3H7N3O
Source: the OMol25 dataset
Level of theory: ωB97M-V/def2-TZVPD

SMILES: CN/N=C(\N)C=O
Spin multiplicity: 1
Net charge: 0

Positions of all 14 atoms, in Å:
C -0.85 -2.31 -0.44
N -0.09 -1.07 -0.54
N -0.49 -0.04 0.36
C 0.17 1.05 0.18
N 1.27 1.33 -0.58
C -0.36 2.23 1.10
O 0.32 3.24 1.23
H -0.77 -2.87 -1.37
H -1.91 -2.12 -0.25
H -0.46 -2.94 0.38
H 0.90 -1.27 -0.47
H 1.78 2.16 -0.29
H 1.83 0.54 -0.88
H -1.34 2.07 1.56

natural (NBO) population analysis, charges in e, atoms 1 to 8: atom 1 (C): -0.41, atom 2 (N): -0.48, atom 3 (N): -0.30, atom 4 (C): 0.28, atom 5 (N): -0.82, atom 6 (C): 0.40, atom 7 (O): -0.53, atom 8 (H): 0.20

---

Entry two
Formula: C3H7N3O
Source: the OMol25 dataset
Level of theory: ωB97M-V/def2-TZVPD

SMILES: [H]/N=C/C(N)=C(\N)O
Spin multiplicity: 1
Net charge: 0

Positions of all 14 atoms, in Å:
H 3.11 0.10 1.22
N 2.54 -0.32 0.49
C 1.32 0.01 0.57
C 0.18 -0.43 -0.17
N 0.11 -1.69 -0.74
C -0.86 0.47 0.16
N -1.18 1.61 -0.53
O -1.99 -0.02 0.79
H 0.68 0.98 1.08
H 1.02 -1.94 -1.14
H -0.64 -1.82 -1.41
H -2.12 1.94 -0.40
H -0.44 2.02 -1.08
H -1.74 -0.89 1.15

natural (NBO) population analysis, charges in e, atoms 1 to 8: atom 1 (H): 0.34, atom 2 (N): -0.75, atom 3 (C): 0.12, atom 4 (C): -0.20, atom 5 (N): -0.84, atom 6 (C): 0.58, atom 7 (N): -0.79, atom 8 (O): -0.68

---

Entry three
Formula: C3H7N3O
Source: the OMol25 dataset
Level of theory: ωB97M-V/def2-TZVPD

Spin multiplicity: 1
Net charge: 0

Positions of all 14 atoms, in Å:
C 1.18 -0.30 -0.32
C -0.30 0.12 0.54
C -1.34 -0.21 -0.99
N -0.23 1.51 0.74
O 2.23 0.16 0.43
N -0.64 -0.59 1.56
N -1.40 -1.15 -1.73
H 2.04 1.09 0.66
H -0.75 1.77 1.57
H -0.46 2.08 -0.06
H -0.51 -1.58 1.42
H -2.16 -1.69 -2.13
H 1.11 0.16 -1.31
H 1.22 -1.39 -0.39

natural (NBO) population analysis, charges in e, atoms 1 to 8: atom 1 (C): -0.04, atom 2 (C): 0.31, atom 3 (C): 0.40, atom 4 (N): -0.87, atom 5 (O): -0.70, atom 6 (N): -0.73, atom 7 (N): -0.71, atom 8 (H): 0.49

---

Entry four
Formula: C3H7N3O
Source: the OMol25 dataset
Level of theory: ωB97M-V/def2-TZVPD

SMILES: [H]/N=C/NC(=O)NC
Spin multiplicity: 1
Net charge: 0

Positions of all 14 atoms, in Å:
H -4.05 -0.60 -0.59
N -3.31 -0.53 0.11
C -2.24 -0.11 -0.44
N -1.10 0.07 0.33
C 0.16 0.20 -0.27
O 0.30 0.31 -1.47
N 1.19 0.17 0.62
C 2.57 0.11 0.17
H -2.08 0.15 -1.49
H -1.18 -0.23 1.29
H 1.00 0.17 1.61
H 2.55 -0.06 -0.91
H 3.09 -0.71 0.66
H 3.11 1.05 0.36

natural (NBO) population analysis, charges in e, atoms 1 to 8: atom 1 (H): 0.35, atom 2 (N): -0.69, atom 3 (C): 0.28, atom 4 (N): -0.65, atom 5 (C): 0.79, atom 6 (O): -0.65, atom 7 (N): -0.63, atom 8 (C): -0.42

---

Stability ranking, top and bottom: entry four is the most stable and entry three is the least stable.

---

Entry one
Formula: C3H7N3O
Source: the OMol25 dataset
Level of theory: ωB97M-V/def2-TZVPD

SMILES: CC(/N=C\O)=N\N
Spin multiplicity: 1
Net charge: 0

Positions of all 14 atoms, in Å:
C 1.43 1.34 -0.02
C 0.19 0.51 0.12
N -1.02 1.09 -0.04
C -1.96 0.20 0.15
O -2.22 -0.81 -0.72
N 0.14 -0.77 0.42
N 1.27 -1.53 0.26
H 1.16 2.39 0.06
H 1.90 1.17 -0.99
H 2.15 1.07 0.75
H -2.85 0.53 0.68
H -3.04 -1.26 -0.49
H 1.76 -1.42 -0.62
H 1.08 -2.51 0.44

natural (NBO) population analysis, charges in e, atoms 1 to 8: atom 1 (C): -0.68, atom 2 (C): 0.36, atom 3 (N): -0.57, atom 4 (C): 0.53, atom 5 (O): -0.64, atom 6 (N): -0.35, atom 7 (N): -0.66, atom 8 (H): 0.24

---

Entry two
Formula: C3H7N3O
Source: the OMol25 dataset
Level of theory: ωB97M-V/def2-TZVPD

SMILES: [H]/N=C/NC(=O)NC
Spin multiplicity: 1
Net charge: 0

Positions of all 14 atoms, in Å:
H -3.85 0.37 -0.95
N -3.19 0.45 -0.19
C -2.17 -0.27 -0.43
N -1.11 -0.30 0.47
C 0.18 -0.49 -0.03
O 0.40 -1.08 -1.07
N 1.17 0.06 0.74
C 2.47 0.24 0.13
H -1.99 -0.89 -1.31
H -1.25 0.29 1.28
H 0.90 0.73 1.44
H 2.38 0.73 -0.85
H 2.97 -0.72 -0.01
H 3.08 0.87 0.78

natural (NBO) population analysis, charges in e, atoms 1 to 8: atom 1 (H): 0.35, atom 2 (N): -0.68, atom 3 (C): 0.28, atom 4 (N): -0.65, atom 5 (C): 0.79, atom 6 (O): -0.64, atom 7 (N): -0.62, atom 8 (C): -0.41

---

Stability ranking, top and bottom: entry two is the most stable and entry one is the least stable.

---

Entry one
Formula: C2H6N4OS
Source: the OMol25 dataset
Level of theory: ωB97M-V/def2-TZVPD

SMILES: [H]/N=C\N(N)C(=O)NS
Spin multiplicity: 1
Net charge: 0

Positions of all 14 atoms, in Å:
H -0.45 1.59 1.34
N 0.26 2.03 0.77
C 0.80 1.25 -0.08
N 0.63 -0.14 -0.45
N 1.87 -0.52 -0.95
C -0.10 -0.99 0.28
O 0.32 -2.06 0.72
N -1.44 -0.50 0.69
S -2.32 -0.11 -0.72
H 1.41 1.67 -0.87
H 2.44 -1.01 -0.18
H 1.56 -1.21 -1.62
H -2.01 -1.17 1.24
H -2.98 1.16 -0.19

natural (NBO) population analysis, charges in e, atoms 1 to 8: atom 1 (H): 0.35, atom 2 (N): -0.62, atom 3 (C): 0.28, atom 4 (N): -0.36, atom 5 (N): -0.62, atom 6 (C): 0.77, atom 7 (O): -0.60, atom 8 (N): -0.80

---

Entry two
Formula: C2H6N4OS
Source: the OMol25 dataset
Level of theory: ωB97M-V/def2-TZVPD

Spin multiplicity: 1
Net charge: 0

Positions of all 14 atoms, in Å:
C 0.54 -0.09 0.22
C 1.60 0.92 -0.30
N 0.25 0.27 1.58
N -0.88 0.45 1.88
N -0.73 -0.20 -0.54
N -1.28 -1.96 -0.58
O -1.83 1.99 0.25
S -1.97 0.56 0.46
H 1.19 -0.94 0.27
H 1.31 1.98 -0.48
H 2.21 0.41 -1.02
H 2.21 0.96 0.68
H -0.61 -2.55 -1.09
H -2.02 -1.80 -1.33

natural (NBO) population analysis, charges in e, atoms 1 to 8: atom 1 (C): -0.02, atom 2 (C): -0.61, atom 3 (N): -0.09, atom 4 (N): -0.26, atom 5 (N): -0.50, atom 6 (N): -0.67, atom 7 (O): -0.92, atom 8 (S): 1.43

---

Stability ranking, top and bottom: entry one is the most stable and entry two is the least stable.

---

Entry one
Formula: C2H9NO3
Source: the OMol25 dataset
Level of theory: ωB97M-V/def2-TZVPD

SMILES: CNC=O.O.O
Spin multiplicity: 1
Net charge: 0

Positions of all 15 atoms, in Å:
C -1.55 -0.18 2.05
N -1.96 1.08 1.35
C -0.94 1.76 0.72
O 0.14 1.27 0.50
H -0.87 -0.69 1.38
H -2.44 -0.80 2.19
H -0.87 0.15 2.83
H -2.91 1.29 1.10
H -1.22 2.78 0.35
O 3.71 -1.38 0.70
H 3.35 -0.53 0.99
H 3.67 -1.32 -0.25
O 0.34 -1.32 -4.44
H 0.51 -1.34 -5.38
H 1.04 -0.76 -4.10

natural (NBO) population analysis, charges in e, atoms 1 to 8: atom 1 (C): -0.44, atom 2 (N): -0.64, atom 3 (C): 0.52, atom 4 (O): -0.61, atom 5 (H): 0.22, atom 6 (H): 0.22, atom 7 (H): 0.21, atom 8 (H): 0.40

---

Entry two
Formula: C2H9NO3
Source: the OMol25 dataset
Level of theory: ωB97M-V/def2-TZVPD

SMILES: CC(N)=O.O.O
Spin multiplicity: 1
Net charge: 0

Positions of all 15 atoms, in Å:
C 1.05 0.83 -2.51
C 0.07 0.43 -1.49
N -1.31 0.42 -1.89
O 0.34 -0.01 -0.39
H 1.66 1.73 -2.30
H 0.81 0.83 -3.60
H 1.86 0.03 -2.48
H -2.00 -0.02 -1.29
H -1.60 0.69 -2.79
O -1.34 -0.39 2.44
H -0.78 -0.57 3.24
H -1.62 -1.19 2.07
O 1.20 -0.83 2.90
H 1.90 -1.44 2.74
H 0.64 -0.71 2.09

natural (NBO) population analysis, charges in e, atoms 1 to 8: atom 1 (C): -0.74, atom 2 (C): 0.68, atom 3 (N): -0.84, atom 4 (O): -0.61, atom 5 (H): 0.25, atom 6 (H): 0.23, atom 7 (H): 0.25, atom 8 (H): 0.40

---

Stability ranking, top and bottom: entry two is the most stable and entry one is the least stable.

---

Entry one
Formula: C4H3N3
Source: the OMol25 dataset
Level of theory: ωB97M-V/def2-TZVPD

SMILES: N#Cc1cn[nH]c1
Spin multiplicity: 1
Net charge: 0

Positions of all 10 atoms, in Å:
N -1.35 2.16 -1.99
C -1.06 1.15 -1.39
C -0.48 0.29 -0.33
C -0.72 -1.08 -0.06
N 0.16 -1.57 0.79
N 1.11 -0.55 1.02
C 0.67 0.54 0.36
H -1.52 -1.75 -0.27
H 1.81 -0.62 1.67
H 1.38 1.43 0.20

natural (NBO) population analysis, charges in e, atoms 1 to 8: atom 1 (N): -0.30, atom 2 (C): 0.28, atom 3 (C): -0.30, atom 4 (C): 0.00, atom 5 (N): -0.25, atom 6 (N): -0.35, atom 7 (C): 0.04, atom 8 (H): 0.23

---

Entry two
Formula: C4H3N3
Source: the OMol25 dataset
Level of theory: ωB97M-V/def2-TZVPD

Spin multiplicity: 1
Net charge: 0

Positions of all 10 atoms, in Å:
N 1.93 -0.06 -1.78
C 0.94 0.17 -1.22
C 0.10 -0.25 1.85
N -0.71 -1.26 1.15
C -0.93 -0.90 -0.04
C -0.24 0.41 -0.39
N 0.22 0.73 0.96
H -1.56 -1.45 -0.74
H -0.90 1.17 -0.84
H 0.77 1.56 1.14

natural (NBO) population analysis, charges in e, atoms 1 to 8: atom 1 (N): -0.27, atom 2 (C): 0.25, atom 3 (C): 0.24, atom 4 (N): -0.44, atom 5 (C): 0.14, atom 6 (C): -0.26, atom 7 (N): -0.58, atom 8 (H): 0.21

---

Stability ranking, top and bottom: entry one is the most stable and entry two is the least stable.

---

Entry one
Formula: C4H3N3
Source: the OMol25 dataset
Level of theory: ωB97M-V/def2-TZVPD

SMILES: N#CC1=NCC=N1
Spin multiplicity: 1
Net charge: 0

Positions of all 10 atoms, in Å:
N -0.64 -2.12 2.66
C -0.37 -1.36 1.83
C -0.03 -0.46 0.77
N 0.64 -0.85 -0.26
C 0.46 0.24 -1.19
C -0.14 1.32 -0.38
N -0.48 0.87 0.79
H 1.18 0.43 -2.00
H -0.32 -0.45 -1.57
H -0.30 2.36 -0.66

natural (NBO) population analysis, charges in e, atoms 1 to 8: atom 1 (N): -0.26, atom 2 (C): 0.25, atom 3 (C): 0.20, atom 4 (N): -0.31, atom 5 (C): -0.37, atom 6 (C): 0.10, atom 7 (N): -0.39, atom 8 (H): 0.25

---

Entry two
Formula: C4H3N3
Source: the OMol25 dataset
Level of theory: ωB97M-V/def2-TZVPD

SMILES: C#Cc1cnn[nH]1
Spin multiplicity: 1
Net charge: 0

Positions of all 10 atoms, in Å:
C 2.22 0.02 -0.14
C 1.42 -0.36 0.69
C 0.01 -0.13 0.51
C -0.55 1.00 -0.04
N -1.78 0.70 -0.51
N -2.02 -0.55 -0.29
N -0.95 -1.06 0.34
H 2.64 0.45 -1.01
H -0.08 1.97 -0.15
H -0.91 -2.04 0.59

natural (NBO) population analysis, charges in e, atoms 1 to 8: atom 1 (C): -0.07, atom 2 (C): -0.10, atom 3 (C): 0.05, atom 4 (C): -0.12, atom 5 (N): -0.23, atom 6 (N): -0.07, atom 7 (N): -0.33, atom 8 (H): 0.24

---

Entry three
Formula: C4H3N3
Source: the OMol25 dataset
Level of theory: ωB97M-V/def2-TZVPD

Spin multiplicity: 1
Net charge: 0

Positions of all 10 atoms, in Å:
N -1.01 -2.62 -0.14
C -0.24 -1.76 -0.27
C -2.32 0.24 1.04
N -1.30 0.73 0.74
C -0.14 1.28 0.35
C 0.83 0.58 -0.24
N 0.82 -0.78 -0.52
H -0.05 2.33 0.54
H 1.73 1.09 -0.53
H 1.64 -1.17 -0.96

natural (NBO) population analysis, charges in e, atoms 1 to 8: atom 1 (N): -0.32, atom 2 (C): 0.41, atom 3 (C): 0.33, atom 4 (N): -0.56, atom 5 (C): -0.14, atom 6 (C): 0.02, atom 7 (N): -0.64, atom 8 (H): 0.23

---

Entry four
Formula: C4H3N3
Source: the OMol25 dataset
Level of theory: ωB97M-V/def2-TZVPD

Spin multiplicity: 1
Net charge: 0

Positions of all 10 atoms, in Å:
C -1.89 0.61 -0.22
C -1.11 1.54 0.21
C -0.03 0.61 0.16
C -0.15 -0.76 0.62
N 0.94 -1.46 0.07
N 1.62 -0.69 -0.65
N 1.07 0.58 -0.61
H -1.43 -0.70 0.02
H -0.49 -1.04 1.61
H 1.45 1.30 -1.20

natural (NBO) population analysis, charges in e, atoms 1 to 8: atom 1 (C): -0.07, atom 2 (C): -0.29, atom 3 (C): 0.23, atom 4 (C): -0.32, atom 5 (N): -0.17, atom 6 (N): 0.02, atom 7 (N): -0.40, atom 8 (H): 0.30

---

Stability ranking, top and bottom: entry one is the most stable and entry four is the least stable.

---

Entry one
Formula: H26NeO13
Source: the OMol25 dataset
Level of theory: ωB97M-V/def2-TZVPD

Spin multiplicity: 1
Net charge: 0

Positions of all 40 atoms, in Å:
Ne 18.32 7.13 0.41
O 20.81 4.93 -0.18
H 21.37 4.96 0.59
H 19.93 4.81 0.17
O 17.87 7.61 -2.27
H 17.87 7.75 -3.22
H 17.72 6.67 -2.16
O 16.54 9.30 3.17
H 17.24 8.67 3.31
H 16.49 9.78 4.00
O 20.16 8.76 2.09
H 19.67 8.06 2.53
H 20.76 9.08 2.76
O 18.83 10.84 0.84
H 18.06 10.40 0.50
H 19.27 10.18 1.39
O 18.35 7.18 3.53
H 18.49 7.08 4.47
H 17.54 6.71 3.36
O 20.19 4.82 3.58
H 21.02 4.97 3.13
H 19.61 5.51 3.27
O 18.12 4.36 1.33
H 17.44 4.89 1.74
H 18.40 3.75 2.01
O 16.38 9.59 -0.42
H 15.49 9.29 -0.22
H 16.79 8.84 -0.86
O 15.26 3.70 0.57
H 16.20 3.84 0.67
H 15.11 2.82 0.91
O 20.71 7.06 -2.12
H 19.78 7.27 -2.26
H 20.70 6.36 -1.47
O 15.93 5.93 2.95
H 15.02 6.21 3.05
H 15.94 5.04 3.29
O 22.14 8.65 0.25
H 21.80 8.14 -0.48
H 21.42 8.68 0.88

natural (NBO) population analysis, charges in e, atoms 1 to 8: atom 1 (Ne): 0.00, atom 2 (O): -0.95, atom 3 (H): 0.47, atom 4 (H): 0.49, atom 5 (O): -0.95, atom 6 (H): 0.49, atom 7 (H): 0.48, atom 8 (O): -0.95

---

Entry two
Formula: H26NeO13
Source: the OMol25 dataset
Level of theory: ωB97M-V/def2-TZVPD

Spin multiplicity: 1
Net charge: 0

Positions of all 40 atoms, in Å:
Ne -0.03 -0.61 0.75
O -3.38 -1.75 0.54
H -3.09 -1.30 -0.26
H -2.80 -1.43 1.23
O 2.84 2.10 -0.42
H 2.20 2.50 0.17
H 3.63 2.63 -0.31
O -3.05 1.29 0.81
H -3.01 2.14 1.23
H -2.76 0.67 1.48
O 0.30 -3.40 1.42
H 0.49 -3.88 0.61
H -0.66 -3.37 1.46
O -0.13 -2.40 -2.24
H -1.01 -2.03 -2.15
H -0.11 -2.73 -3.14
O -0.58 2.27 -1.24
H -0.90 1.61 -0.62
H 0.08 2.76 -0.75
O -0.43 0.66 -3.36
H -0.05 1.08 -4.14
H -0.31 1.30 -2.66
O 0.91 2.96 1.26
H 0.57 3.83 1.46
H 0.97 2.53 2.12
O 3.14 0.57 1.82
H 3.00 0.94 0.95
H 3.90 1.05 2.16
O -2.48 -0.88 -1.97
H -3.15 -1.09 -2.62
H -1.88 -0.29 -2.43
O 2.76 -2.25 2.10
H 2.74 -1.30 2.05
H 1.92 -2.53 1.74
O 2.61 0.02 -2.38
H 1.69 -0.16 -2.22
H 2.80 0.79 -1.84
O -2.20 -0.74 2.74
H -1.75 -0.26 3.44
H -2.82 -1.31 3.20

natural (NBO) population analysis, charges in e, atoms 1 to 8: atom 1 (Ne): 0.00, atom 2 (O): -0.98, atom 3 (H): 0.49, atom 4 (H): 0.46, atom 5 (O): -0.97, atom 6 (H): 0.50, atom 7 (H): 0.48, atom 8 (O): -0.95

---

Stability ranking, top and bottom: entry two is the most stable and entry one is the least stable.